(1)
{
  "formula": "C6H9N3O8S2Zn",
  "method": "ωB97M-V/def2-TZVPD",
  "homo_energy_ev": 1.2,
  "charge": -2,
  "relative_energy_kcal_mol": 57.6,
  "energy_ev": -97304.2027,
  "gap_ev": 2.3,
  "species": ["Zn", "S", "O", "O", "O", "O", "S", "O", "O", "O", "O", "C", "C", "N", "H", "H", "H", "C", "C", "N", "H", "H", "H", "C", "C", "N", "H", "H", "H"],
  "coordinates": [[-0.4215, 1.0571, -0.1682], [-0.5834, 2.9223, 1.6101], [-1.8008, 3.6381, 1.4552], [0.3878, 3.2392, 2.6410], [-0.8492, 1.4718, 1.7680], [0.1018, 2.8221, 0.3221], [-3.1744, 2.1977, -1.2130], [-1.8643, 1.5247, -1.2852], [-3.8111, 2.0587, 0.0891], [-3.0368, 3.6190, -1.2008], [-4.0464, 1.7326, -2.3045], [-1.6363, -3.0712, 1.4511], [-1.3845, -1.9224, 0.7518], [-1.1124, -0.9323, 0.1901], [-2.0638, -2.7715, 2.4078], [-0.7397, -3.6873, 1.5200], [-2.3728, -3.5820, 0.8308], [3.0039, -1.6442, 2.0714], [2.2392, -0.6869, 1.3922], [1.5261, 0.0759, 0.8624], [2.6228, -1.7921, 3.0819], [4.0035, -1.2794, 2.3075], [3.1737, -2.5661, 1.5152], [2.2519, -0.6307, -3.6910], [1.4443, 0.0931, -2.7310], [0.7465, 0.6335, -1.9707], [2.0802, -1.6887, -3.4928], [3.3154, -0.4882, -3.4990], [2.0003, -0.3427, -4.7117]]
}

=====

(2)
{
  "formula": "C5H12NO",
  "method": "ωB97M-V/def2-TZVPD",
  "homo_energy_ev": -2.9,
  "charge": -1,
  "relative_energy_kcal_mol": 25.0,
  "energy_ev": -8915.9797,
  "gap_ev": 7.0,
  "species": ["C", "C", "C", "C", "H", "H", "H", "H", "H", "H", "H", "H", "N", "C", "O", "H", "H", "H", "H"],
  "coordinates": [[0.8628, -1.5602, 0.2381], [0.4665, -0.7648, 1.4254], [1.0246, -0.9472, 2.6620], [-0.6153, 0.2258, 1.1890], [0.0532, -2.2898, -0.0090], [1.8369, -2.1133, 0.3659], [0.8472, -0.8155, -0.6026], [0.7289, -0.4321, 3.6031], [1.8307, -1.6992, 2.8361], [-1.1528, 0.4861, 2.1117], [-1.3015, -0.1927, 0.3770], [-0.1900, 1.1265, 0.7026], [-1.4048, 1.6369, -1.8563], [-0.1590, 0.9038, -2.2780], [0.6452, 0.8963, -1.2173], [-1.0768, 2.3814, -1.2254], [-2.0096, 2.0023, -2.6055], [-0.5925, -0.1430, -2.4666], [0.2062, 1.2986, -3.2500]]
}

=====

(3)
{
  "formula": "C3H7N3O2",
  "method": "ωB97M-V/def2-TZVPD",
  "homo_energy_ev": -9.7,
  "smiles": "C/C(=N\\N)ONC=O",
  "relative_energy_kcal_mol": 177.2,
  "energy_ev": -11783.6304,
  "gap_ev": 10.3,
  "species": ["C", "C", "N", "N", "O", "N", "C", "O", "H", "H", "H", "H", "H", "H", "H"],
  "coordinates": [[0.1036, 1.8947, -0.1124], [-0.0185, 0.4747, -0.1588], [0.8412, -0.3552, 0.0058], [1.9797, 0.2855, 0.8532], [-1.2323, -0.0065, -0.5913], [-1.2936, -1.3587, -0.8062], [-1.5478, -2.2808, 0.3199], [-1.0162, -3.4285, 0.5390], [0.7108, 2.3919, 0.7632], [0.4240, 2.1246, -1.2581], [-0.9330, 2.5648, 0.0495], [2.7884, -0.3510, 0.3657], [2.0423, 1.3194, 0.3220], [-0.3236, -1.6456, -1.1264], [-2.5249, -1.6293, 0.8350]]
}

=====

(4)
{
  "formula": "C11H23N3O3S",
  "method": "ωB97M-V/def2-TZVPD",
  "homo_energy_ev": -8.7,
  "smiles": "CSCC[C@H](NC(=O)[C@@H](N)CCCCN)C(=O)O",
  "relative_energy_kcal_mol": 45.8,
  "energy_ev": -33227.5398,
  "gap_ev": 9.1,
  "species": ["C", "S", "C", "C", "C", "N", "C", "O", "C", "N", "C", "C", "C", "C", "N", "C", "O", "O", "H", "H", "H", "H", "H", "H", "H", "H", "H", "H", "H", "H", "H", "H", "H", "H", "H", "H", "H", "H", "H", "H", "H"],
  "coordinates": [[-1.8156, 1.0291, -5.0710], [-2.7021, -0.5248, -4.7055], [-2.5829, -0.5079, -2.9354], [-1.0927, -0.5210, -2.3796], [-0.9916, -0.9434, -0.9924], [0.3829, -1.0069, -0.6239], [1.1839, -0.1160, 0.0567], [2.3947, -0.2911, 0.1112], [0.5400, 1.1779, 0.6036], [-0.4107, 1.7987, -0.3609], [-0.2831, 0.9096, 1.8992], [0.6331, 0.1958, 2.8364], [1.9654, 0.9591, 3.2459], [2.9942, 0.0471, 4.0054], [3.1955, -1.1276, 3.0603], [-1.5647, -2.4063, -0.8201], [-1.0246, -3.4396, -1.0579], [-2.8691, -2.5002, -0.2965], [-2.0277, 1.9984, -4.5402], [-1.9230, 1.2011, -6.1267], [-0.7736, 0.7585, -4.9302], [-3.0889, -1.3869, -2.5908], [-3.0684, 0.3888, -2.5277], [-0.7425, 0.4845, -2.6023], [-0.4322, -1.2188, -2.9454], [-1.5000, -0.2563, -0.3069], [0.9102, -1.7962, -0.9238], [1.3946, 1.8880, 0.8206], [-0.0302, 2.3025, -1.1518], [-1.0631, 2.4284, 0.1190], [-1.2588, 0.3592, 1.8113], [-0.4151, 1.8983, 2.3816], [0.0349, -0.1841, 3.7116], [1.0085, -0.6973, 2.3531], [1.6814, 1.7948, 3.8464], [2.5677, 1.4657, 2.4677], [2.5551, -0.4233, 4.9259], [3.9994, 0.4013, 4.3194], [3.4639, -0.7733, 2.1273], [3.9399, -1.7952, 3.3650], [-3.1846, -1.5705, -0.1786]]
}

=====

(5)
{
  "formula": "C5H13NS",
  "method": "ωB97M-V/def2-TZVPD",
  "homo_energy_ev": -8.4,
  "smiles": "CN(C)CCCS",
  "relative_energy_kcal_mol": 42.9,
  "energy_ev": -17719.3924,
  "gap_ev": 9.4,
  "species": ["C", "N", "C", "C", "C", "C", "S", "H", "H", "H", "H", "H", "H", "H", "H", "H", "H", "H", "H", "H"],
  "coordinates": [[-0.2443, -1.1938, -2.2999], [0.1825, -0.0671, -1.4845], [0.8464, 1.0893, -2.2197], [-1.0293, 0.2954, -0.5661], [-0.5921, 1.1868, 0.5673], [0.5742, 0.5152, 1.2972], [0.1641, -0.8557, 2.4975], [0.5399, -1.8026, -2.6667], [-0.9642, -1.7099, -1.5965], [-0.9102, -0.8473, -3.1306], [1.1748, 0.7980, -3.3062], [0.1477, 1.8572, -2.3268], [1.7487, 1.3323, -1.6768], [-1.9266, 0.6114, -1.1595], [-1.1582, -0.7660, -0.0802], [-0.4275, 2.2401, 0.2438], [-1.3290, 1.2607, 1.2424], [1.3767, 0.1661, 0.6754], [1.0433, 1.2291, 1.9969], [-0.5484, -1.5651, 1.5438]]
}

=====

(6)
{
  "formula": "C24H21F6O3S2",
  "method": "ωB97M-V/def2-TZVPD",
  "homo_energy_ev": -2.9,
  "charge": -1,
  "relative_energy_kcal_mol": 16.2,
  "energy_ev": -69346.7071,
  "gap_ev": 5.4,
  "species": ["C", "C", "C", "C", "C", "C", "C", "C", "C", "O", "S", "C", "F", "F", "F", "H", "H", "H", "H", "H", "H", "H", "H", "H", "H", "H", "F", "C", "F", "F", "C", "C", "C", "C", "C", "S", "C", "C", "C", "C", "C", "C", "O", "O", "C", "C", "H", "H", "H", "H", "H", "H", "H", "H", "H", "H"],
  "coordinates": [[-0.4042, 2.4254, 1.9353], [-0.0295, 1.2215, 2.8265], [0.0864, 1.7948, 4.2428], [-1.1415, 0.1476, 2.7690], [-0.8317, -1.2056, 2.8859], [-1.8481, -2.1649, 2.8759], [-3.1770, -1.7655, 2.7601], [-3.4915, -0.4118, 2.6399], [-2.4773, 0.5426, 2.6863], [1.2100, 0.6662, 2.5673], [1.7375, 0.4355, 0.4639], [2.6318, -1.0600, 0.9442], [3.2204, -1.6337, -0.1627], [3.6066, -0.6971, 1.8021], [1.8414, -2.0094, 1.5288], [-1.2128, 3.0081, 2.4093], [0.4744, 3.0734, 1.8178], [-0.7398, 2.1021, 0.9376], [-0.8375, 2.3108, 4.5201], [0.2867, 0.9948, 4.9596], [0.9291, 2.4945, 4.2626], [0.2079, -1.5116, 2.9771], [-1.5959, -3.2231, 2.9586], [-3.9763, -2.5041, 2.7897], [-4.5256, -0.0820, 2.5246], [-2.7141, 1.6094, 2.6507], [-4.8588, -2.3148, 0.0463], [-3.8318, -3.0963, -0.4114], [-3.6395, -4.0761, 0.5303], [-4.2839, -3.7154, -1.5429], [-2.5736, -2.3101, -0.6603], [-1.3670, -2.9870, -0.8173], [-0.1971, -2.2440, -0.9515], [-0.2334, -0.8499, -0.9846], [1.0790, -0.0751, -1.1006], [1.0039, 1.5982, -1.9813], [2.3548, 1.6202, -3.1760], [3.6800, 1.7711, -2.7683], [4.6800, 1.8859, -3.7428], [4.3383, 1.8619, -5.0999], [3.0087, 1.6780, -5.4919], [2.0083, 1.5594, -4.5262], [-0.1955, 1.6404, -2.7888], [1.2375, 2.6141, -0.9611], [-1.4613, -0.1965, -0.8968], [-2.6415, -0.9264, -0.7585], [-1.3199, -4.0725, -0.7882], [0.7731, -2.7295, -1.0586], [1.8810, -0.5772, -1.6384], [3.9066, 1.8226, -1.7012], [5.7192, 2.0102, -3.4394], [5.1109, 1.9757, -5.8595], [2.7374, 1.6386, -6.5449], [0.9610, 1.4583, -4.8081], [-1.5119, 0.8886, -0.9521], [-3.5937, -0.4104, -0.6992]]
}

=====

(7)
{
  "formula": "C5H14O2",
  "method": "ωB97M-V/def2-TZVPD",
  "homo_energy_ev": -8.3,
  "smiles": "C=C(C)CC.O.O",
  "relative_energy_kcal_mol": 52.0,
  "energy_ev": -9504.7445,
  "gap_ev": 8.8,
  "species": ["C", "C", "C", "C", "C", "H", "H", "H", "H", "H", "H", "H", "H", "H", "H", "O", "H", "H", "O", "H", "H"],
  "coordinates": [[-0.6657, -1.1991, -0.5168], [-0.7403, -0.2856, 0.5120], [-0.7296, -0.6232, 2.0141], [-1.3164, 1.1045, 0.2641], [-2.0251, 1.4116, -1.0477], [-0.9692, -2.2353, -0.3116], [-0.4674, -0.7585, -1.4911], [-1.8817, -0.8125, 2.2684], [-0.2817, -1.5630, 2.1663], [-0.5159, 0.2954, 2.5227], [-0.2898, 1.6732, 0.2989], [-1.9446, 1.3533, 1.1215], [-1.2544, 1.5321, -1.8459], [-2.6310, 0.6056, -1.4621], [-2.5773, 2.3325, -0.9434], [1.7052, 1.6672, -1.9145], [1.4758, 2.0034, -2.8165], [2.2274, 0.7846, -2.0780], [4.2483, -2.7148, 1.2866], [3.6619, -2.5350, 0.5620], [4.9715, -2.0366, 1.4110]]
}